# C21H37N3O4S

2 unconnected molecules or ions with the total composition C21H37N3O4S (ωB97M-V/def2-TZVPD, the OMol25 dataset).

Values from the calculation:
**Highest occupied orbital energy**: -9.4 eV
**SMILES**: CNC(=O)[C@H](CC(C)C)NC(C)=O.CCCCCCc1ccc(S(N)(=O)=O)cc1

Geometry as ORCA input:
```
! wB97M-V def2-TZVPD RIJCOSX def2/J DEFGRID3
* xyz 0 1
C 1.37450 1.55511 6.44788
N 0.47496 0.52678 5.92480
C 0.52900 -0.07476 4.73237
O -0.33643 -0.88759 4.43399
C 1.63985 0.29327 3.72524
C 1.19440 1.46159 2.82314
C 2.26794 1.98732 1.84906
C 1.65378 3.04556 0.93190
C 3.45038 2.62708 2.58102
N 2.00133 -0.85687 2.88321
C 3.06917 -1.64624 2.98554
C 4.10649 -1.38015 4.05864
O 3.22675 -2.57970 2.21490
H 1.02698 1.88195 7.42969
H 1.38969 2.41793 5.77955
H 2.38509 1.15555 6.55080
H -0.29341 0.22746 6.50749
H 2.50742 0.61622 4.29437
H 0.33334 1.12698 2.24191
H 0.86213 2.28773 3.45268
H 2.63735 1.17287 1.22646
H 2.40414 3.40233 0.22619
H 0.82984 2.60895 0.36714
H 1.28317 3.88529 1.51989
H 4.14503 3.04683 1.85313
H 3.09979 3.42128 3.23971
H 3.98315 1.87699 3.16139
H 1.31639 -1.15906 2.20683
H 3.62523 -1.38559 5.03432
H 4.58218 -0.42028 3.87236
H 4.85684 -2.16886 4.02189
C 1.41450 4.36533 -3.18994
C 0.57926 3.48868 -4.12259
C 0.00895 2.28832 -3.36184
C -0.81707 1.39046 -4.28902
C -1.40859 0.21836 -3.49921
C -2.18690 -0.73023 -4.41810
C -2.76941 -1.86932 -3.61927
C -1.95532 -2.93288 -3.20589
C -2.48176 -3.97882 -2.44317
C -3.83804 -3.97814 -2.09575
S -4.52160 -5.32066 -1.09176
N -4.00860 -6.68620 -1.87003
O -5.98046 -5.41341 -1.15351
O -3.95925 -5.42155 0.25364
C -4.65996 -2.92260 -2.51121
C -4.12542 -1.87413 -3.26540
H 0.79621 4.75406 -2.37458
H 2.24002 3.78936 -2.75988
H 1.83269 5.21139 -3.74388
H -0.23808 4.08235 -4.54486
H 1.20567 3.13929 -4.94983
H 0.83031 1.70702 -2.92911
H -0.62205 2.64452 -2.54059
H -0.17860 1.00972 -5.09321
H -1.62642 1.97166 -4.74351
H -2.07667 0.60241 -2.72076
H -0.60088 -0.33194 -3.00524
H -1.52091 -1.12930 -5.18984
H -2.98644 -0.18095 -4.92532
H -0.90251 -2.94596 -3.47033
H -1.83496 -4.79158 -2.11762
H -4.68577 -6.84231 -2.60203
H -4.06264 -7.41178 -1.16941
H -5.71458 -2.90966 -2.24170
H -4.77117 -1.05752 -3.57274
*
```



# C21H37N8OS3Sc

A molecular structure, C21H37N8OS3Sc (ωB97M-V/def2-TZVPD, the OMol25 dataset).

Values from the calculation:
**Highest occupied orbital energy**: -6.1 eV
**Relative energy (zero: lowest compared OMol25 entry of this formula, charge and spin)**: 60.8 kJ/mol

Geometry as ORCA input:
```
! wB97M-V def2-TZVPD RIJCOSX def2/J DEFGRID3
* xyz 0 1
Sc -0.05235 -0.69528 0.03844
C 1.08223 1.33194 2.70698
C -0.40997 0.95508 2.77351
N -0.57952 -0.45779 2.44477
C -0.02249 -1.38710 3.43081
C 0.69380 -2.56320 2.74113
N 1.31325 -2.19578 1.46119
C 2.70992 -1.76330 1.54817
C 2.80440 -0.37861 2.18825
N 1.76863 0.53904 1.68252
H 1.54696 1.16086 3.68010
H 1.16860 2.40198 2.51051
H -0.97236 1.51676 2.02553
H -0.80977 1.21575 3.76124
H -1.56995 -0.64515 2.30256
H -0.81172 -1.79178 4.06768
H 0.67006 -0.85132 4.08089
H -0.04731 -3.32663 2.51270
H 1.43786 -2.98864 3.42446
H 1.26466 -3.02717 0.88086
H 3.10773 -1.71987 0.53660
H 3.32266 -2.46654 2.12818
H 3.80834 0.01781 2.01760
H 2.67950 -0.48539 3.26638
H 2.17391 1.13527 0.97479
C -4.61382 -1.18603 1.54331
C -3.28104 -1.48580 0.89128
S -2.52941 -0.12367 0.06296
C -2.74154 -2.71723 0.92699
C -3.45022 -3.85351 1.63193
S -1.24363 -3.11298 0.11631
H -4.92624 -0.17208 1.30465
H -4.55322 -1.27279 2.63378
H -5.38873 -1.87836 1.20372
H -4.49354 -3.92722 1.31485
H -3.44812 -3.70100 2.71625
H -2.94643 -4.79196 1.41452
O 0.18355 -1.35461 -1.82626
N 1.18284 -1.87740 -2.50463
C 0.94999 -2.97330 -3.24996
C 1.94636 -3.53244 -4.00241
C 3.21357 -2.94149 -3.99160
C 3.43899 -1.83242 -3.21113
C 2.41467 -1.29009 -2.41932
S 2.58779 0.01629 -1.34824
H -0.06042 -3.35214 -3.19070
H 1.74077 -4.41251 -4.59247
H 4.01456 -3.35677 -4.58831
H 4.40313 -1.34854 -3.17104
C 0.87236 2.91672 -0.64762
N 0.80496 4.15190 -1.41978
C 0.70493 3.79888 -2.84059
N -0.47198 2.97618 -3.11728
C -0.37487 1.75328 -2.32525
N -0.29482 2.03056 -0.86177
C -1.50223 2.83130 -0.51096
N -1.60664 4.06642 -1.28066
C -0.41163 4.86992 -1.03957
C -1.66132 3.71750 -2.70103
H 0.92506 3.17578 0.41436
H 1.77441 2.37939 -0.94336
H 1.60278 3.24965 -3.13204
H 0.64675 4.71800 -3.42730
H 0.52358 1.22035 -2.62549
H -1.24824 1.12549 -2.50869
H -1.45244 3.08666 0.55027
H -2.39148 2.23601 -0.68212
H -0.36090 5.11048 0.02520
H -0.47085 5.79938 -1.60936
H -1.73950 4.63230 -3.29225
H -2.54489 3.10099 -2.87502
*
```



# C21H38Al2Br2CaCl2F4N2O12S

A molecular structure, C21H38Al2Br2CaCl2F4N2O12S (ωB97M-V/def2-TZVPD, the OMol25 dataset).

Values from the calculation:
**Highest occupied orbital energy**: -6.7 eV

Geometry as ORCA input:
```
! wB97M-V def2-TZVPD RIJCOSX def2/J DEFGRID3
* xyz 0 1
C -1.07133 -0.99312 4.70474
C -0.87050 -1.09823 3.17044
C -2.06394 -1.62245 2.39343
O -3.31919 -0.90925 2.65114
C -4.14126 -1.39905 3.55715
O -5.20021 -2.36696 3.06080
S -6.60961 -1.84262 3.27310
O -6.94698 -1.17891 2.00478
O -7.58058 -2.76441 3.71228
O -6.37120 -0.75365 4.37491
C -4.96485 -0.34246 4.30900
C -4.69837 1.12562 4.14335
O -4.70321 1.55109 2.77218
N -3.78926 2.68573 2.68580
O -2.87997 2.43735 2.01173
H -2.04016 -0.44796 4.97813
H -0.19366 -0.50531 5.11492
H -1.13364 -1.97553 5.17891
H -0.05905 -1.81755 3.00652
H -0.55127 -0.12808 2.79035
H -1.84918 -1.43428 1.32946
H -2.20927 -2.72859 2.48148
H -3.62233 -2.01662 4.29261
H -4.63330 -0.50690 5.34082
H -5.51226 1.65348 4.65755
H -3.77732 1.38414 4.66477
Ca -8.96477 -1.67634 1.07630
Br -2.90421 -4.53756 3.13350
C -1.94350 -4.62165 -1.53161
C -1.95876 -3.09142 -1.39324
C -1.02692 -2.40106 -2.38219
O -1.55802 -2.74998 -0.05906
H -0.91458 -4.96657 -1.33499
H -2.59790 -5.06410 -0.77511
H -2.28328 -5.05003 -2.56661
H -2.97149 -2.72506 -1.52277
H 0.00764 -2.72371 -2.22064
H -1.05324 -1.32033 -2.23202
H -1.29744 -2.61444 -3.40992
H -0.65873 -3.07836 0.06903
C 3.63598 2.29165 -1.79766
O 2.74695 1.28266 -2.24110
C 3.37144 0.12748 -2.76694
C 3.33847 -1.03441 -1.79009
N 4.23068 -0.82468 -0.65686
C 3.97729 -1.66799 0.50746
C 2.56887 -1.73293 1.09575
O 2.13752 -0.57650 1.78767
C 1.79462 0.52367 0.96266
H 3.06774 3.21948 -1.70906
H 4.04902 2.06416 -0.81061
H 4.45852 2.44711 -2.49904
H 4.38830 0.33509 -3.11596
H 2.77943 -0.16145 -3.64315
H 3.63748 -1.95117 -2.31079
H 2.29199 -1.15120 -1.47952
H 4.19331 0.14145 -0.36654
H 4.64453 -1.31618 1.29809
H 4.29454 -2.68840 0.26175
H 2.57971 -2.52570 1.85104
H 1.81657 -2.03906 0.35426
H 1.26030 0.21715 0.06003
H 2.68328 1.09875 0.70088
H 1.14760 1.18741 1.53873
Br -2.20741 0.14150 6.70343
F 9.31436 3.05836 -1.29878
Al 7.91490 3.50210 -2.11685
F 7.55875 2.36789 -3.33502
F 8.15326 5.04131 -2.86069
F 6.61804 3.56907 -1.03794
Al -0.99579 -5.83484 2.49274
Cl 9.46043 3.80488 -4.43126
C 0.81185 3.55198 -5.37912
C 0.35797 4.70962 -5.85291
C -0.21897 5.73693 -4.95171
O -0.63568 6.79210 -5.38257
C -0.26836 5.42408 -3.50221
C 0.18494 4.26624 -3.02885
C 0.76090 3.23724 -3.92946
O 1.17496 2.18455 -3.49445
H 1.23586 2.78996 -6.02086
H 0.38639 4.95608 -6.90668
H -0.69155 6.18675 -2.86081
H 0.15644 4.02036 -1.97448
Cl -3.24837 -4.15737 -3.57356
*
```



# C21H38BrN5O3

A molecular structure, C21H38BrN5O3 (ωB97M-V/def2-TZVPD, the OMol25 dataset).

Values from the calculation:
**Highest occupied orbital energy**: -21.3 eV
**Relative energy (zero: lowest compared OMol25 entry of this formula, charge and spin)**: 1612.6 kJ/mol

Geometry as ORCA input:
```
! wB97M-V def2-TZVPD RIJCOSX def2/J DEFGRID3
* xyz 4 1
Br -0.88696 0.96019 0.78058
C -0.26264 3.51926 2.99970
C -0.15642 3.76843 1.53052
O -0.83100 4.62196 0.98795
N 0.70017 2.84663 0.62395
H 1.55770 2.60166 1.09800
H 0.23996 1.97106 0.41981
C 1.13101 3.53669 -0.68675
H -0.65211 2.51024 3.13499
H -0.97012 4.24176 3.40660
H 0.74174 3.65098 3.40216
H 1.46126 2.78921 -1.40806
H 1.90283 4.24888 -0.39487
H 0.37850 4.22785 -1.06639
C -1.92688 -1.63101 2.38745
C -1.11462 -1.19362 3.58175
O -0.54236 -1.93459 4.37814
N -0.75482 0.28610 3.39328
H -0.67395 0.43590 2.39773
H -1.58627 0.83365 3.56357
C 0.39343 0.65097 4.29040
H -2.68491 -0.89838 2.11043
H -2.44990 -2.56781 2.57973
H -1.19154 -1.79109 1.59893
H 0.77404 1.66403 4.16021
H 1.16279 -0.10715 4.14393
H -0.01597 0.58432 5.29839
C -1.84446 -1.58946 -2.26297
C -2.53970 -1.23627 -0.98994
O -2.91208 -1.97046 -0.10709
N -2.68467 0.30462 -0.82454
H -2.55542 0.60789 0.13014
H -1.85220 0.78576 -1.13373
C -4.01141 0.77724 -1.41357
H -1.79801 -2.67277 -2.37419
H -0.86274 -1.11609 -2.24677
H -2.28111 -1.30244 -3.21955
H -4.17324 0.50089 -2.45546
H -4.16501 1.84734 -1.27432
H -4.73529 0.12737 -0.92188
C -1.49399 -4.58607 0.75714
N -0.81377 -3.55414 -0.05284
C 0.22776 -3.99395 -0.81795
C 1.04280 -3.06883 -1.53187
C 0.90911 -1.70493 -1.24705
C -0.06466 -1.33382 -0.27522
C -0.86489 -2.27214 0.34164
C 1.97763 -0.66930 -1.76200
C 2.50853 -0.94502 -3.00418
C 3.44550 -0.03899 -3.52112
N 3.68756 1.13160 -2.85942
C 3.29279 1.39149 -1.59882
C 2.34623 0.49006 -1.09895
C 4.62501 2.03590 -3.49547
H -1.52835 -5.49120 0.15080
H -2.47335 -4.26984 1.11627
H -0.89258 -4.73448 1.65401
H 0.29697 -5.04804 -1.04267
H 1.80793 -3.48764 -2.16872
H -0.20073 -0.29428 -0.01591
H -1.69245 -2.12014 1.01872
H 2.18749 -1.86452 -3.47091
H 3.95417 -0.25624 -4.44873
H 3.76000 2.25758 -1.15385
H 2.00526 0.71005 -0.09808
H 5.48476 1.39305 -3.68438
H 4.96777 2.91464 -2.94919
H 4.16964 2.51946 -4.35971
*
```



# C21H38Cl9N4OS2

5 unconnected molecules or ions with the total composition C21H38Cl9N4OS2 (ωB97M-V/def2-TZVPD, the OMol25 dataset).

Values from the calculation:
**Highest occupied orbital energy**: -10.9 eV

Geometry as ORCA input:
```
! wB97M-V def2-TZVPD RIJCOSX def2/J DEFGRID3
* xyz 1 1
N 4.30792 -0.87641 1.85994
C 3.34444 -1.64692 1.03959
C 3.59767 -1.53810 -0.52543
N 3.28472 -0.20387 -1.08546
C 4.04416 0.94372 -0.73207
C 3.36714 1.97668 -1.47146
C 3.93077 3.41886 -1.27607
C 3.22590 4.27609 -0.12971
C 2.24213 3.45578 0.80165
S 0.58999 3.48766 0.00508
C -0.23094 1.89955 0.24836
S 0.41026 0.59906 1.05258
N -1.54895 1.80363 -0.33218
C -1.69468 0.68307 -1.28954
C -2.51219 -0.55981 -0.76141
O -3.65894 -0.23586 0.02683
C -3.12157 0.44852 1.18730
C -2.63369 1.85684 0.67123
N 2.29164 1.47925 -2.21185
Cl 1.27598 2.40260 -3.19764
C 2.29340 0.11900 -1.94523
H 3.85992 0.01620 2.08084
H 5.18742 -0.71176 1.36657
H 2.29576 -1.34070 1.29866
H 3.43859 -2.74381 1.28308
H 2.86898 -2.25802 -0.99927
H 4.63979 -1.88159 -0.78078
H 4.92157 1.05864 -0.07195
H 3.96206 3.95530 -2.26816
H 5.00813 3.30234 -0.96537
H 4.01889 4.76587 0.48596
H 2.58901 5.04414 -0.65546
H 2.15294 4.05101 1.75696
H 2.60998 2.44027 1.08651
H -2.20127 1.06195 -2.22652
H -0.67808 0.33254 -1.61835
H -2.90453 -1.09426 -1.67730
H -1.81933 -1.29595 -0.26202
H -2.32097 -0.13479 1.71014
H -4.00140 0.61060 1.89160
H -2.41396 2.52107 1.54672
H -3.52551 2.31579 0.14911
H 1.53190 -0.57217 -2.37257
Cl 1.19505 -4.09863 0.50581
C 1.07727 -5.54712 1.54083
C 2.42067 -5.95552 2.10323
Cl 3.51792 -6.56826 0.84166
H 0.62818 -6.34656 0.95291
H 0.39547 -5.29992 2.35504
H 2.28819 -6.76050 2.82632
H 2.91520 -5.12369 2.60514
Cl 6.95551 -3.30246 1.39999
C 6.75778 -2.64567 3.04754
C 7.10356 -3.66345 4.11033
Cl 5.92352 -4.99758 4.16782
H 5.73326 -2.29154 3.15027
H 7.42446 -1.78578 3.12812
H 7.09390 -3.18944 5.09202
H 8.09152 -4.09330 3.94834
Cl -6.44975 2.16470 2.34446
C -7.41721 2.06601 0.85021
C -6.63004 2.48725 -0.36916
Cl -6.25855 4.23099 -0.36237
H -8.30874 2.67756 0.98464
H -7.73078 1.02691 0.74398
H -7.21066 2.29200 -1.27005
H -5.68894 1.94224 -0.44541
Cl -9.28349 2.92661 -4.05312
C -8.53437 1.70130 -5.10586
C -7.98988 0.53172 -4.31874
Cl -6.58014 0.98953 -3.32747
H -7.75459 2.18800 -5.69085
H -9.30870 1.35546 -5.79142
H -7.65639 -0.25105 -5.00036
H -8.74432 0.10825 -3.65678
*
```



# C21H38O18S3

8 unconnected molecules or ions with the total composition C21H38O18S3 (ωB97M-V/def2-TZVPD, the OMol25 dataset).

Values from the calculation:
**Highest occupied orbital energy (alpha / beta)**: -10.8 / -10.8 eV
**<S²>**: 0.757

Geometry as ORCA input:
```
! wB97M-V def2-TZVPD RIJCOSX def2/J DEFGRID3
* xyz 1 2
C -8.97975 26.31196 40.33815
C -8.17505 25.42629 39.41836
O -7.56101 26.30750 38.58966
C -7.73730 27.58362 39.00903
O -7.33255 28.58055 38.44660
O -8.45150 27.60871 40.10031
H -8.78264 26.03821 41.37464
H -10.01303 26.23369 40.00004
H -8.85377 24.81936 38.81914
H -7.46593 24.82300 39.98519
C -4.89769 28.60658 35.27054
C -3.60020 29.42038 35.33006
O -2.61283 28.41339 35.07999
C -3.07791 27.24055 35.45484
O -2.46459 26.22228 35.50409
O -4.42493 27.40097 35.83190
H -5.35248 28.58001 34.28031
H -5.67901 29.01275 35.91292
H -3.53968 29.97214 36.26813
H -3.52654 30.16589 34.53830
C -16.04659 28.21997 33.48749
C -16.75217 27.85832 32.18447
O -17.45457 26.70328 32.39047
C -17.42486 26.47115 33.72312
O -18.03319 25.53139 34.20649
O -16.76780 27.40292 34.37462
H -16.11855 29.29045 33.67983
H -15.00118 27.93913 33.35961
H -15.95786 27.69397 31.45634
H -17.40846 28.64563 31.81361
C -8.15735 24.33763 35.79019
C -9.58924 24.19498 35.12659
O -9.52847 25.06572 34.00389
C -8.41144 25.69649 33.92240
O -8.17839 26.55301 33.06436
O -7.55897 25.21036 34.85672
H -7.70400 23.35682 35.93367
H -8.37103 24.82763 36.74011
H -10.46533 24.42475 35.73303
H -9.65290 23.14231 34.85101
C -13.25454 25.70971 36.78760
C -12.44044 26.13835 38.03287
O -12.79385 27.48830 38.22629
C -13.95569 27.68633 37.70499
O -14.49307 28.79218 37.77242
O -14.31088 26.71598 36.85490
H -13.72374 24.73155 36.89312
H -12.75858 25.64135 35.81937
H -11.37258 25.97542 37.88723
H -12.70262 25.54793 38.91081
C -11.02161 28.35895 33.88542
S -10.41836 28.85076 35.59451
O -10.26127 27.47323 36.26067
C -8.69675 29.26915 35.14888
H -10.72199 29.23830 33.31529
H -12.08017 28.10825 33.81686
H -10.43060 27.49512 33.58107
H -8.82892 30.20722 34.60975
H -8.21180 28.63603 34.40587
H -8.24326 29.47330 36.11881
C -10.05796 27.53854 30.53261
S -10.33661 28.12430 28.81227
O -9.17382 29.07723 28.47986
C -9.80200 26.58919 27.96792
H -9.05679 27.17364 30.76197
H -10.68974 26.69784 30.81926
H -10.20622 28.32212 31.27565
H -9.61905 26.74636 26.90495
H -10.55645 25.81858 28.12613
H -8.84386 26.34781 28.42816
C -13.52520 31.03866 35.31637
S -14.73262 32.44697 34.86223
O -15.00366 33.26092 36.10747
C -13.42593 33.33079 33.82358
H -12.67084 31.60618 35.68526
H -13.29792 30.37623 34.48113
H -13.89042 30.43715 36.14877
H -13.73346 34.31820 33.47928
H -13.11713 32.75339 32.95217
H -12.51903 33.51725 34.39879
*
```